The following is a quantum chemistry calculation of a cluster of 2 separate species, C36H43F5NO7 in total, from the OMol25 dataset.

highest occupied orbital energy: -4.9 eV
LUMO level: 1.23 eV
charge: -1

Bonds (Å) are listed after each position.
Positions of all 92 atoms, in Å:
1 C 3.397 3.366 -5.269  C2 1.567, H45 1.093, H46 1.094, H47 1.094
2 C 2.920 4.782 -4.797  C1 1.567, C3 1.559, H48 1.092, H49 1.094
3 C 1.450 5.038 -5.249  C2 1.559, C4 1.551, H50 1.095, H51 1.099
4 C 0.397 4.578 -4.207  C3 1.551, C5 1.559, H52 1.101, H53 1.096
5 C -0.362 3.276 -4.604  C4 1.559, C6 1.537, H54 1.097, H55 1.094
6 C 0.232 2.015 -3.956  C5 1.537, C7 1.566, H56 1.097, H57 1.094
7 C -0.550 0.708 -4.319  C6 1.566, C8 1.533, H58 1.094, H59 1.089
8 C -0.689 -0.134 -3.045  C7 1.533, C9 1.373, C23 1.388
9 C 0.082 -1.266 -2.968  C8 1.373, C10 1.379, H60 1.086
10 C 0.046 -2.091 -1.863  C9 1.379, C11 1.526, C14 1.390
11 C 0.922 -3.339 -1.934  C10 1.526, O12 1.261, O13 1.247
12 O 0.299 -4.435 -1.957  C11 1.261
13 O 2.162 -3.231 -2.009  C11 1.247
14 C -0.773 -1.766 -0.788  C10 1.390, C15 1.515, C22 1.383
15 C -0.797 -2.697 0.407  C14 1.515, C16 1.559, H61 1.090, H62 1.095
16 C 0.193 -2.312 1.547  C15 1.559, C17 1.549, H63 1.092, H64 1.099
17 C 0.966 -3.550 2.067  C16 1.549, C18 1.543, H65 1.089, H66 1.098
18 C 2.409 -3.228 2.507  C17 1.543, C19 1.540, H67 1.098, H68 1.103
19 C 3.308 -2.629 1.410  C18 1.540, C20 1.556, H69 1.101, H70 1.097
20 C 3.948 -3.709 0.490  C19 1.556, C21 1.569, H71 1.090, H72 1.090
21 C 5.301 -4.198 1.116  C20 1.569, H73 1.096, H74 1.094, H75 1.095
22 C -1.533 -0.611 -0.856  C14 1.383, C23 1.411, C43 1.494
23 C -1.525 0.221 -1.995  C8 1.388, C22 1.411, C24 1.493
24 C -2.400 1.430 -2.025  C23 1.493, O25 1.222, C26 1.511
25 O -2.833 1.859 -3.085  C24 1.222
26 C -2.781 2.105 -0.728  C24 1.511, C27 1.384, C42 1.383
27 C -3.143 3.439 -0.665  C26 1.384, C28 1.516, C32 1.380
28 C -3.202 4.330 -1.889  C27 1.516, C29 1.525, H76 1.092, H77 1.095
29 C -3.191 5.823 -1.578  C28 1.525, O30 1.215, O31 1.363
30 O -4.211 6.473 -1.700  C29 1.215
31 O -2.057 6.458 -1.169  C29 1.363, H78 0.970
32 C -3.488 3.931 0.578  C27 1.380, C33 1.374, H79 1.087
33 C -3.464 3.166 1.719  C32 1.374, C34 1.511, C41 1.375
34 C -3.816 3.787 3.050  C33 1.511, F35 1.354, F36 1.363, C37 1.558
35 F -2.738 3.874 3.865  C34 1.354
36 F -4.204 5.077 2.840  C34 1.363
37 C -5.005 3.116 3.801  C34 1.558, F38 1.329, F39 1.338, F40 1.339
38 F -5.001 1.788 3.742  C37 1.329
39 F -6.144 3.569 3.266  C37 1.338
40 F -4.996 3.473 5.092  C37 1.339
41 C -3.096 1.846 1.600  C33 1.375, C42 1.365, H80 1.087
42 C -2.770 1.296 0.394  C26 1.383, C41 1.365, C43 1.517
43 C -2.407 -0.171 0.272  C22 1.494, C42 1.517, O44 1.221
44 O -2.840 -0.904 1.147  C43 1.221
45 H 2.627 2.921 -5.904  C1 1.093
46 H 3.557 2.723 -4.399  C1 1.094
47 H 4.332 3.440 -5.832  C1 1.094
48 H 3.587 5.562 -5.172  C2 1.092
49 H 2.922 4.790 -3.702  C2 1.094
50 H 1.256 4.586 -6.227  C3 1.095
51 H 1.378 6.125 -5.398  C3 1.099
52 H -0.374 5.362 -4.177  C4 1.101
53 H 0.826 4.509 -3.201  C4 1.096
54 H -0.396 3.229 -5.699  C5 1.097
55 H -1.392 3.397 -4.253  C5 1.094
56 H 0.181 2.142 -2.868  C6 1.097
57 H 1.281 1.944 -4.259  C6 1.094
58 H 0.070 0.165 -5.039  C7 1.094
59 H -1.524 0.930 -4.753  C7 1.089
60 H 0.743 -1.534 -3.787  C9 1.086
61 H -1.820 -2.840 0.756  C15 1.090
62 H -0.493 -3.680 0.030  C15 1.095
63 H 0.853 -1.507 1.217  C16 1.092
64 H -0.428 -1.990 2.395  C16 1.099
65 H 0.468 -3.981 2.935  C17 1.089
66 H 1.024 -4.358 1.327  C17 1.098
67 H 2.911 -4.136 2.866  C18 1.098
68 H 2.380 -2.539 3.367  C18 1.103
69 H 4.114 -2.064 1.902  C19 1.101
70 H 2.798 -1.913 0.755  C19 1.097
71 H 4.202 -3.188 -0.433  C20 1.090
72 H 3.234 -4.517 0.336  C20 1.090
73 H 6.113 -3.959 0.420  C21 1.096
74 H 5.249 -5.278 1.283  C21 1.094
75 H 5.520 -3.669 2.049  C21 1.095
76 H -4.139 4.131 -2.415  C28 1.092
77 H -2.419 4.066 -2.607  C28 1.095
78 H -1.365 5.780 -1.136  O31 0.970
79 H -3.792 4.973 0.635  C32 1.087
80 H -3.067 1.222 2.490  C41 1.087
81 C 1.692 -6.072 5.213  O82 1.212, N83 1.352, H86 1.104
82 O 1.292 -5.605 4.169  C81 1.212
83 N 1.050 -5.971 6.398  C81 1.352, C84 1.447, C85 1.453
84 C 1.579 -6.551 7.614  N83 1.447, H87 1.093, H88 1.093, H89 1.088
85 C -0.214 -5.255 6.443  N83 1.453, H90 1.091, H91 1.091, H92 1.088
86 H 2.642 -6.632 5.279  C81 1.104
87 H 0.869 -7.279 8.013  C84 1.093
88 H 1.739 -5.765 8.356  C84 1.093
89 H 2.525 -7.050 7.418  C84 1.088
90 H -0.929 -5.731 5.771  C85 1.091
91 H -0.064 -4.227 6.112  C85 1.091
92 H -0.607 -5.259 7.457  C85 1.088